No. 1
This record from the Open Molecules 2025 dataset describes C22H41BrN6OP2RuSi as an isolated structure at a distorted geometry. The level of theory is wB97M-V/def2-TZVPD.

```
75
Properties=species:S:1:pos:R:3:lowdin_charge:R:1
Ru 0.3197 -0.0341 -0.0661 0.51
O -2.9388 3.5197 4.2214 0.11
C -2.2753 2.7789 3.3236 -0.30
C -0.9329 2.4481 3.4259 0.03
C -0.3572 1.6995 2.4263 -0.14
N -1.0133 1.2609 1.3310 -0.07
C -2.3128 1.5708 1.2851 -0.68
Br -3.3423 1.0540 -0.2134 0.92
C -2.9875 2.3167 2.2262 -0.04
H -2.3639 3.7692 4.9549 0.13
H -0.3372 2.7591 4.2753 0.13
H 0.6774 1.4047 2.5009 0.08
H -4.0359 2.5500 2.1153 0.12
C 3.8735 -0.6456 -0.8879 -0.23
P 2.1610 -0.5671 -1.4733 0.79
C 2.1058 -1.9129 -2.6943 -0.24
C 2.2907 0.9183 -2.5535 -0.40
C 0.9471 1.3276 -3.1301 -0.42
P -0.2114 1.8043 -1.7973 0.80
C -1.7400 1.9189 -2.7992 -0.33
C 0.1274 3.5986 -1.6421 -0.27
H 4.5313 -0.5257 -1.7498 0.06
H 4.0719 -1.6095 -0.4192 0.05
H 4.0647 0.1347 -0.1521 0.04
H 2.9150 -1.7844 -3.4136 0.05
H 1.1483 -1.9330 -3.2105 0.03
H 2.2354 -2.8691 -2.1838 0.05
H 3.0057 0.7000 -3.3497 0.09
H 2.7159 1.7170 -1.9377 0.07
H 0.4918 0.4845 -3.6559 0.07
H 1.0440 2.1500 -3.8423 0.09
H -1.4775 2.3175 -3.7805 0.05
H -2.4511 2.5919 -2.3243 0.00
H -2.2063 0.9427 -2.9155 0.00
H -0.1828 4.1017 -2.5596 0.05
H 1.1835 3.7917 -1.4736 0.03
H -0.4334 4.0191 -0.8048 0.05
N -4.2738 -1.9662 -1.9868 0.19
C -3.5081 -2.8018 -2.7027 -0.49
N -4.1028 -3.7479 -3.4325 0.18
N -2.1894 -2.7458 -2.7400 0.14
C -1.5239 -1.8075 -2.1312 -0.32
N -0.7646 -1.0267 -1.7213 0.02
H -5.2743 -2.0527 -1.9532 0.12
H -3.8358 -1.2771 -1.3990 0.01
H -5.0947 -3.8987 -3.4146 0.12
H -3.5206 -4.3772 -3.9572 0.12
C 2.1031 2.8600 0.8435 -0.03
C 2.5011 1.5826 1.5042 -0.33
C 3.4774 1.4064 2.4425 0.00
C 3.5796 0.0086 2.6775 0.01
C 2.6701 -0.6061 1.8655 -0.33
C 2.5060 -2.0806 1.6755 -0.04
N 1.9681 0.3448 1.1354 -0.13
H 2.8465 3.1859 0.1086 0.10
H 1.9914 3.6735 1.5639 0.10
H 1.1597 2.7227 0.3350 0.00
H 4.0586 2.1934 2.9018 0.12
H 4.2624 -0.4948 3.3462 0.12
H 3.4781 -2.5741 1.7165 0.10
H 2.0520 -2.2973 0.7112 0.02
H 1.8808 -2.5411 2.4421 0.08
C -2.6868 -1.8926 1.3813 -0.24
Si -0.8289 -1.6819 1.3063 0.41
C -0.3563 -1.3526 3.0905 -0.23
C -0.2856 -3.4014 0.7458 -0.25
H -2.8443 -2.8235 1.9354 0.04
H -3.1622 -1.9996 0.4059 -0.02
H -3.1964 -1.0906 1.9176 0.01
H -0.2095 -2.3069 3.6060 0.04
H -1.1683 -0.8218 3.5986 0.03
H 0.5551 -0.7656 3.2049 0.00
H 0.0648 -3.9764 1.6069 0.03
H 0.5051 -3.4092 -0.0027 0.00
H -1.1443 -3.9287 0.3167 0.02
```

## Properties
multiplicity = 2
<S²> = 0.76
lowest unoccupied orbital energy (spin up / spin down) = -1.80 / -4.86 eV
orbital gap (spin up / spin down) = 6.58 / 3.51 eV
net charge = +1

No. 2
This record from the Open Molecules 2025 dataset describes a 2-piece molecular cluster, C5H10O3 overall at a distorted geometry. The level of theory is wB97M-V/def2-TZVPD.

```
18
Properties=species:S:1:pos:R:3:lowdin_charge:R:1
C -0.4465 -1.3107 0.0399 0.01
C 0.7789 -1.5942 0.4829 -0.43
C 1.9002 -2.2530 -0.3428 0.00
O 1.0828 -1.2749 1.7555 0.05
H -0.7679 -1.7099 -0.8874 0.04
H -1.2821 -0.8387 0.6494 0.09
H 2.2947 -3.1612 -0.0259 0.06
H 1.5808 -2.3478 -1.2775 0.02
H 2.8266 -1.6082 -0.3317 0.11
H 0.2667 -1.0126 2.1363 0.08
C -1.6741 1.8638 -0.6956 0.01
C -0.6192 2.0151 0.3724 -0.58
O -0.8199 1.5431 1.4898 0.06
O 0.3903 2.8148 0.1009 0.14
H -2.5667 2.5377 -0.4278 0.13
H -1.1975 2.2063 -1.6073 0.08
H -1.9374 0.8712 -0.7036 0.03
H 0.1904 3.2592 -0.7276 0.11
```

## Properties
lowest unoccupied orbital energy = 0.54 eV
SMILES = C=C(C)O.CC(=O)O
orbital gap = 9.22 eV

No. 3
This record from the Open Molecules 2025 dataset describes a 2-piece molecular cluster, C4H4FN5O4 overall at a distorted geometry. The level of theory is wB97M-V/def2-TZVPD.

```
18
Properties=species:S:1:pos:R:3:lowdin_charge:R:1
C -0.3465 -0.6544 0.5245 -0.10
C -0.3527 0.0842 -0.6050 0.03
C -1.4124 -2.7230 1.2616 0.00
C 1.0493 1.9419 -0.9812 -0.08
N -1.1894 -0.5847 -1.4815 0.02
N -1.5825 -1.6014 -0.9186 -0.01
N -1.1471 -1.6943 0.2899 -0.21
N 2.2912 1.1271 -1.0028 -0.37
N 0.4614 2.6974 0.1459 -0.35
O 2.8777 1.0413 -2.0409 0.14
O 0.8898 2.6111 1.2804 0.11
O 2.6184 0.5898 0.0069 0.12
O -0.4455 3.4217 -0.2070 0.12
F 0.8888 2.6402 -2.1157 0.15
H -0.0664 -0.2747 1.4731 0.12
H -0.4422 -2.7725 1.8202 0.11
H -2.1836 -2.3224 1.9328 0.09
H -1.9082 -3.5273 0.6173 0.12
```

## Properties
lowest unoccupied orbital energy = -2.44 eV
orbital gap = 8.18 eV

No. 4
This record from the Open Molecules 2025 dataset describes a 2-piece molecular cluster, C6H13NO overall at a distorted geometry. The level of theory is wB97M-V/def2-TZVPD.

```
21
Properties=species:S:1:pos:R:3:lowdin_charge:R:1
C -1.9008 -1.9753 0.6509 0.01
C -1.9202 -1.0728 -0.3296 -0.14
C -0.9762 0.0435 -0.5470 -0.37
N -0.5030 0.1884 -1.8667 0.10
C -0.3986 0.5983 0.5155 -0.12
C 0.4932 1.7832 0.6100 -0.23
C 1.9984 1.5952 0.2543 -0.10
H -2.6787 -2.7245 0.7272 0.06
H -1.0500 -2.0997 1.3031 0.04
H -2.7963 -1.1689 -0.9671 0.10
H -0.9003 -0.4293 -2.5566 0.08
H -0.4399 1.1374 -2.2086 0.09
H -0.6144 0.0255 1.4079 0.10
H 0.1401 2.5531 -0.0598 0.09
H 0.4777 2.1879 1.6126 0.10
H 2.6367 1.6099 1.1340 0.06
H 2.1566 0.6433 -0.2623 0.05
H 2.3505 2.3115 -0.4863 0.06
O 1.2702 -2.0852 0.5484 -0.05
H 1.5217 -1.2269 0.9066 0.02
H 1.1334 -1.8947 -0.3866 0.04
```

## Properties
lowest unoccupied orbital energy = 0.85 eV
SMILES = C=C/C(N)=C/CC.O
orbital gap = 8.84 eV

No. 5
This record from the Open Molecules 2025 dataset describes a 2-piece molecular cluster, C3H7FO2 overall at a distorted geometry. The level of theory is wB97M-V/def2-TZVPD.

```
13
Properties=species:S:1:pos:R:3:lowdin_charge:R:1
C -0.4647 1.4563 -0.3958 -0.12
C -0.8309 0.0470 -0.2586 -0.25
C 1.0910 -0.8354 -0.1338 -0.27
O -1.2793 -0.3804 1.0321 -0.04
O 1.2402 -1.3225 1.0933 0.06
F 1.1071 -1.8623 -1.1084 -0.04
H -1.3054 1.9433 -0.9111 0.07
H 0.3877 1.6198 -1.1592 0.12
H -0.5281 1.9748 0.5855 0.10
H -1.1840 -0.4815 -1.2474 0.16
H 1.7739 -0.1256 -0.3727 0.09
H -0.6306 -0.0444 1.5827 0.03
H 0.6231 -1.9892 1.2935 0.09
```

## Properties
lowest unoccupied orbital energy = 0.88 eV
orbital gap = 9.21 eV

No. 6
This record from the Open Molecules 2025 dataset describes a 7-piece molecular cluster, C40H79BCl2N3O14 overall at a distorted geometry. The level of theory is wB97M-V/def2-TZVPD.

```
139
Properties=species:S:1:pos:R:3:lowdin_charge:R:1
C -2.5407 0.7726 -4.6420 -0.08
C -2.2225 -0.3727 -3.5626 -0.21
O -1.4882 -1.5253 -4.1093 -0.11
C -0.6311 -2.0253 -3.0891 -0.38
O -1.1449 -2.6158 -2.1082 0.05
C 0.9468 -1.8113 -3.1934 -0.07
C 1.3557 -0.2658 -3.4466 -0.18
C 2.5356 0.2063 -2.4675 -0.16
B 2.1460 1.5644 -1.5721 -0.81
C 1.9050 2.7523 -2.7199 -0.24
C 1.9333 4.2408 -2.1220 -0.16
C 3.4632 1.8844 -0.6458 -0.15
C 3.1921 2.7868 0.6564 -0.20
C 3.8495 2.0558 1.9305 -0.18
C 2.7909 1.4588 2.9800 -0.22
N 3.1192 2.0760 4.3218 -0.02
C 2.4937 1.3377 5.4266 -0.48
N 3.1460 1.0357 6.5243 0.11
N 1.0643 0.9198 5.3717 0.07
C 0.7588 1.2730 -0.7418 -0.45
Cl -0.7276 2.3353 -1.1007 0.53
C 0.5438 0.2594 0.2215 -0.64
C 1.6942 -0.7623 0.6119 -0.10
Cl -1.1180 0.1095 1.0190 0.46
H -3.5105 0.4892 -5.1692 0.06
H -2.7392 1.7865 -4.1372 0.08
H -1.7051 0.9530 -5.3925 0.08
H -3.1756 -0.7396 -3.0331 0.14
H -1.5384 0.1105 -2.7714 0.09
H 1.5062 -2.1731 -2.2638 0.10
H 1.2993 -2.4865 -4.0588 0.12
H 1.7597 -0.2339 -4.5262 0.11
H 0.4716 0.4487 -3.4225 0.08
H 3.3991 0.5584 -3.1519 0.10
H 2.9828 -0.6325 -1.8287 0.08
H 0.9732 2.5718 -3.3543 0.07
H 2.7973 2.6820 -3.4538 0.10
H 3.0194 4.6186 -2.0410 0.07
H 1.3634 4.9677 -2.7941 0.06
H 1.5062 4.2974 -1.0536 0.05
H 4.0136 0.8962 -0.4090 0.09
H 4.2004 2.4634 -1.3235 0.11
H 2.1128 3.1100 0.8034 0.10
H 3.7959 3.7597 0.5109 0.11
H 4.5809 1.2191 1.6631 0.11
H 4.4860 2.8482 2.4799 0.10
H 3.0183 0.3302 3.0851 0.11
H 1.7008 1.5945 2.6840 0.11
H 4.1443 2.0505 4.4790 0.10
H 4.1146 1.3947 6.4715 -0.01
H 1.0643 0.0695 4.7914 0.07
H 0.6070 1.6894 4.8436 0.06
H 2.7024 -0.2896 0.8260 0.06
H 1.7400 -1.6130 -0.1583 0.07
H 1.3599 -1.2669 1.5945 0.07
O -2.4973 -9.0719 -3.6748 0.07
C -2.8344 -7.9658 -4.0390 -0.51
O -1.9051 -7.0313 -4.2943 0.01
C -2.1858 -5.7513 -4.8842 -0.22
C -2.6486 -4.7565 -3.8383 -0.05
C -4.2873 -7.5941 -4.1279 0.01
H -2.8929 -5.8510 -5.7119 0.11
H -1.2471 -5.4029 -5.3207 0.12
H -3.5757 -5.0754 -3.3597 0.07
H -2.8091 -3.7746 -4.2872 0.07
H -1.9015 -4.6633 -3.0477 0.07
H -4.6544 -7.3462 -3.1304 0.10
H -4.8390 -8.4538 -4.5135 0.09
H -4.4928 -6.7689 -4.8070 0.07
O -4.5012 -3.8471 -7.5961 0.09
C -4.0628 -2.8231 -8.0681 -0.52
O -4.4285 -2.4447 -9.3088 -0.01
C -4.1013 -1.1789 -9.8970 -0.23
C -2.7109 -1.2012 -10.5013 -0.07
C -3.0453 -2.0055 -7.3248 0.01
H -4.2335 -0.3683 -9.1761 0.12
H -4.8347 -1.0104 -10.6887 0.12
H -1.9455 -1.3882 -9.7476 0.07
H -2.4904 -0.2510 -10.9923 0.08
H -2.6322 -2.0051 -11.2380 0.08
H -2.0596 -2.4547 -7.4591 0.10
H -3.3019 -2.0077 -6.2637 0.08
H -3.0128 -0.9603 -7.6264 0.07
O -1.1448 -15.9868 -4.1501 0.09
C -1.4817 -14.8815 -4.5093 -0.53
O -0.5515 -13.9437 -4.7608 0.00
C -0.8310 -12.6615 -5.3453 -0.23
C -1.2948 -11.6703 -4.2963 -0.07
C -2.9353 -14.5105 -4.5974 0.00
H -1.5372 -12.7576 -6.1742 0.11
H 0.1084 -12.3120 -5.7794 0.12
H -2.2219 -11.9897 -3.8197 0.07
H -1.4542 -10.6882 -4.7399 0.06
H -0.5469 -11.5811 -3.5041 0.09
H -3.3031 -14.2670 -3.5991 0.10
H -3.4859 -15.3691 -4.9867 0.09
H -3.1413 -13.6828 -5.2732 0.07
O 5.7645 2.2296 6.5402 0.07
C 6.2947 3.2793 6.8245 -0.49
O 6.5996 3.5516 8.1061 0.01
C 7.3695 4.6835 8.5312 -0.23
C 6.4991 5.9186 8.6572 -0.07
C 6.5410 4.3253 5.7751 0.02
H 8.2286 4.8395 7.8741 0.11
H 7.7743 4.4272 9.5127 0.12
H 6.0553 6.1998 7.7018 0.07
H 7.0824 6.7628 9.0313 0.08
H 5.6720 5.7290 9.3463 0.09
H 5.6149 4.8743 5.5932 0.11
H 6.8506 3.8238 4.8560 0.10
H 7.3364 5.0249 6.0246 0.07
O 2.2040 6.5545 3.1759 0.08
C 1.1467 5.9739 3.2814 -0.52
O -0.0052 6.6265 3.0372 0.00
C -1.2934 5.9964 2.9725 -0.22
C -1.8864 5.8228 4.3573 -0.09
C 1.0929 4.5532 3.7665 0.00
H -1.2399 5.0568 2.4168 0.12
H -1.9314 6.6640 2.3887 0.12
H -1.2693 5.1789 4.9828 0.06
H -2.8863 5.3914 4.2957 0.08
H -1.9506 6.7880 4.8647 0.08
H 1.1745 4.5432 4.8551 0.10
H 1.9351 4.0100 3.3362 0.06
H 0.1959 4.0153 3.4629 0.07
O -2.9289 5.5941 6.7882 0.09
C -3.3501 6.2452 7.7143 -0.50
O -4.4113 7.0573 7.5379 0.00
C -5.0891 7.7446 8.5974 -0.23
C -4.3792 9.0368 8.9513 -0.07
C -2.6536 6.2303 9.0457 0.01
H -5.2265 7.0897 9.4614 0.11
H -6.0888 7.9747 8.2227 0.12
H -3.3660 8.8560 9.3114 0.07
H -4.9306 9.5790 9.7225 0.08
H -4.2914 9.6738 8.0672 0.09
H -1.7909 6.8979 9.0054 0.10
H -2.3141 5.2120 9.2442 0.10
H -3.2910 6.5089 9.8829 0.07
```

## Properties
lowest unoccupied orbital energy = 1.78 eV
orbital gap = 7.16 eV
net charge = -1